(1)
Formula: C5H12O
Source: the Open Molecules 2025 dataset
Level of theory: ωB97M-V/def2-TZVPD

Output
**LUMO energy (alpha / beta)**: 4.05 / 3.84 eV
**⟨S²⟩**: 0.750
**Maximum force**: 4.22 eV/Å
**Multiplicity**: 2
**E**: -7424.238 eV
**Kohn-Sham gap (alpha / beta)**: 2.9 / 9.0 eV
**Total charge**: -1
**E_HOMO (alpha / beta)**: 1.2 / -5.1 eV

Each line ends with the Mulliken spin population.
Element x y z (Å)
O: -0.601060 -2.947994 0.180039  0.285
C: -0.301216 0.405765 0.902820  0.988
C: 0.715070 0.810989 1.944281  -0.084
C: -1.344417 0.442223 -1.310102  2.169
C: -0.103384 0.579491 -0.427442  -1.712
C: 1.312512 0.648614 -1.015950  1.343
H: -1.677671 1.420524 -1.690685  -0.552
H: 0.702194 -0.012597 2.667282  -0.088
H: -1.139440 -0.209698 1.149648  0.018
H: -2.134051 -0.064137 -0.621366  -0.035
H: 1.285520 0.906143 -2.077901  -0.578
H: 1.781592 0.948869 1.742261  0.037
H: 1.941696 1.497804 -0.585214  0.119
H: -0.794254 -2.052110 -0.059968  0.161
H: 1.798142 -0.372294 -0.797202  -0.194
H: 0.438335 1.730061 2.653022  -0.045
H: -0.702805 -3.538986 -0.587386  -0.454
H: -1.176771 -0.192666 -2.066139  -0.380

Cartesian forces, eV/Å:
O 0.4 -1.4 0.8
C 2.0 1.2 -1.5
C -0.6 0.2 2.7
C -0.6 1.0 4.1
C -0.3 -0.2 0.7
C 0.3 0.7 0.7
H 0.0 -0.3 0.3
H 0.2 0.0 0.2
H -0.9 0.5 0.8
H 0.8 1.1 -1.3
H 0.0 -0.5 0.0
H -0.4 0.0 -0.8
H -0.7 -1.2 -0.2
H -0.2 0.8 -0.8
H -0.4 1.5 -0.6
H 0.1 -1.6 -1.8
H -0.1 0.6 0.0
H 0.5 -2.3 -3.2

---

(2)
Formula: C5H12O
Source: the Open Molecules 2025 dataset
Level of theory: ωB97M-V/def2-TZVPD

Output
**LUMO energy**: 0.94 eV
**Maximum force**: 0.31 eV/Å
**SMILES**: CCC(C)(C)O
**E**: -7427.288 eV
**Kohn-Sham gap**: 11.1 eV
**Total charge**: 0
**E_HOMO**: -10.2 eV

Each line ends with the natural charge from an NBO analysis.
Element x y z (Å)
O: 0.612196 1.304331 -0.853251  -0.728
C: -0.514303 -1.317658 -1.536302  -0.610
C: -0.382643 1.301025 1.357463  -0.625
C: 0.192088 0.453536 0.216033  0.247
C: -0.885321 -0.551795 -0.260080  -0.422
C: 1.474863 -0.250020 0.659449  -0.624
H: -0.436231 -0.642231 -2.392453  0.206
H: -1.083882 -1.253178 0.563150  0.208
H: 0.342163 2.045846 1.703800  0.218
H: -1.241313 -2.094609 -1.803357  0.211
H: -1.832508 -0.008202 -0.412083  0.195
H: -0.663422 0.667674 2.206892  0.209
H: 2.210539 0.479253 1.017488  0.218
H: 1.273378 -0.964564 1.463762  0.206
H: -0.167245 1.577365 -1.348564  0.462
H: 0.454677 -1.804349 -1.421502  0.207
H: -1.281188 1.835578 1.024226  0.204
H: 1.928152 -0.778003 -0.184671  0.216

Cartesian forces, eV/Å:
O -0.2 0.0 -0.2
C 0.0 0.1 0.0
C 0.0 0.0 0.0
C 0.0 -0.2 0.2
C 0.0 -0.1 -0.1
C 0.0 -0.1 0.0
H 0.0 0.0 0.1
H 0.1 0.1 -0.2
H 0.0 -0.2 -0.1
H 0.0 0.2 0.2
H 0.2 0.0 0.0
H 0.0 0.1 -0.1
H -0.2 -0.1 -0.1
H 0.0 0.1 -0.1
H 0.0 0.1 0.0
H 0.0 0.0 0.0
H 0.1 -0.1 0.0
H -0.1 0.0 0.1

---

(3)
Formula: C5H12O
Source: the Open Molecules 2025 dataset
Level of theory: ωB97M-V/def2-TZVPD

Output
**LUMO energy**: 0.92 eV
**Maximum force**: 0.35 eV/Å
**E**: -7422.741 eV
**Kohn-Sham gap**: 7.9 eV
**Total charge**: 0
**E_HOMO**: -7.0 eV

Each line ends with the natural charge from an NBO analysis.
Element x y z (Å)
O: 0.590346 0.708317 -0.235955  -0.476
C: -0.961683 0.317454 1.790769  -0.732
C: -1.081125 0.036162 0.326865  0.050
C: -0.907453 -1.415058 -0.012370  -0.747
C: 1.732592 -0.131929 -0.341940  -0.256
C: 0.171184 1.320349 -1.453458  -0.242
H: -0.411941 0.614787 -2.054497  0.195
H: -0.180297 -2.010741 0.574543  0.164
H: 1.546031 -0.997221 -0.989873  0.184
H: -0.487927 2.137097 -1.164565  0.221
H: -1.953880 0.051944 2.183923  0.238
H: -0.710777 -1.576631 -1.081899  0.206
H: 1.973156 -0.479711 0.665793  0.204
H: 1.047858 1.684331 -1.999439  0.171
H: 2.576384 0.447748 -0.732848  0.190
H: -0.210308 -0.252544 2.371702  0.162
H: -0.828851 1.387492 1.985737  0.218
H: -1.903317 -1.841852 0.167513  0.248

Cartesian forces, eV/Å:
O -0.1 0.0 0.0
C 0.0 0.0 0.1
C 0.0 -0.3 0.2
C -0.1 0.0 0.0
C 0.1 -0.1 0.0
C 0.1 0.2 -0.2
H 0.2 0.1 0.0
H -0.1 0.2 0.0
H 0.0 0.2 0.1
H 0.1 -0.1 -0.1
H 0.1 0.0 0.0
H -0.1 0.0 0.2
H -0.1 0.1 -0.2
H -0.1 0.0 0.0
H -0.1 -0.1 0.0
H -0.1 0.0 -0.2
H 0.0 -0.2 0.0
H 0.1 0.0 0.0

---

(4)
Formula: C5H12O
Source: the Open Molecules 2025 dataset
Level of theory: ωB97M-V/def2-TZVPD

Output
**LUMO energy**: 1.18 eV
**Maximum force**: 0.28 eV/Å
**SMILES**: CCCOCC
**E**: -7426.712 eV
**Kohn-Sham gap**: 10.9 eV
**Total charge**: 0
**E_HOMO**: -9.7 eV

Each line ends with the natural charge from an NBO analysis.
Element x y z (Å)
O: -0.832397 -0.483428 0.806701  -0.537
C: -2.454213 0.459345 -0.753118  -0.638
C: 0.379672 0.125313 0.426162  -0.055
C: 1.455411 -0.932163 0.245481  -0.413
C: -1.933671 0.393324 0.677484  -0.062
C: 2.717318 -0.322889 -0.354949  -0.606
H: 0.687210 0.861496 1.190524  0.158
H: -3.193764 1.257732 -0.870111  0.211
H: -1.651001 0.654580 -1.474616  0.205
H: 3.111132 0.477227 0.282150  0.202
H: -2.915583 -0.491730 -1.030391  0.211
H: 2.505544 0.110958 -1.339277  0.201
H: 1.671308 -1.401883 1.212312  0.203
H: 3.502936 -1.073707 -0.482365  0.214
H: -2.706638 0.006670 1.349182  0.186
H: 0.255687 0.679603 -0.516962  0.155
H: -1.660968 1.396395 1.042570  0.159
H: 1.062012 -1.716844 -0.410770  0.206

Cartesian forces, eV/Å:
O 0.0 0.0 0.0
C 0.0 0.0 -0.2
C 0.3 0.0 0.0
C -0.1 0.0 0.0
C -0.2 0.1 0.1
C 0.1 0.0 0.0
H 0.0 -0.1 -0.1
H 0.0 -0.1 0.1
H -0.1 0.0 0.2
H 0.0 -0.1 -0.1
H 0.0 0.1 0.0
H 0.1 -0.1 0.1
H 0.0 0.1 -0.1
H -0.1 0.1 0.0
H 0.0 0.1 -0.1
H 0.0 -0.1 0.1
H 0.0 -0.1 -0.1
H 0.0 0.1 0.1

---

(5)
Formula: C5H12O
Source: the Open Molecules 2025 dataset
Level of theory: ωB97M-V/def2-TZVPD

Output
**LUMO energy**: 1.13 eV
**Maximum force**: 0.32 eV/Å
**SMILES**: CCCCOC
**E**: -7426.529 eV
**Kohn-Sham gap**: 10.8 eV
**Total charge**: 0
**E_HOMO**: -9.6 eV

Each line ends with the natural charge from an NBO analysis.
Element x y z (Å)
O: 2.036305 -0.515763 0.986601  -0.539
C: 0.944721 -1.016989 0.238058  -0.057
C: -1.351251 -0.263411 -0.652169  -0.395
C: 2.703421 0.527863 0.321032  -0.252
C: -0.322920 -0.189967 0.476102  -0.425
C: -2.595197 0.570985 -0.347983  -0.601
H: 3.208256 1.145281 1.067953  0.191
H: -0.884833 0.101475 -1.578162  0.193
H: -1.644611 -1.305187 -0.843499  0.196
H: 2.009332 1.168215 -0.242478  0.163
H: -3.289431 0.591740 -1.194813  0.209
H: 0.799823 -2.054251 0.558858  0.187
H: -0.025066 0.860635 0.603149  0.200
H: -2.322478 1.608210 -0.117925  0.201
H: 3.452087 0.135310 -0.382791  0.167
H: -0.781665 -0.497334 1.425827  0.202
H: -3.135725 0.172125 0.517996  0.203
H: 1.199239 -1.038933 -0.835764  0.158

Cartesian forces, eV/Å:
O 0.0 -0.1 0.0
C -0.2 -0.1 -0.1
C 0.0 0.0 -0.1
C 0.2 0.2 -0.1
C 0.0 0.1 0.0
C -0.1 0.0 0.0
H 0.0 -0.1 -0.1
H -0.1 -0.1 0.1
H 0.1 0.1 0.1
H 0.1 -0.1 0.1
H 0.1 0.0 0.1
H 0.0 0.1 -0.1
H 0.0 -0.2 0.0
H 0.0 -0.2 0.0
H -0.1 0.0 0.1
H 0.1 0.1 -0.1
H 0.1 0.1 -0.1
H -0.1 0.0 0.2

---

(6)
Formula: C5H12O
Source: the Open Molecules 2025 dataset
Level of theory: ωB97M-V/def2-TZVPD

Output
**LUMO energy**: 1.20 eV
**Maximum force**: 0.37 eV/Å
**SMILES**: CCCOCC
**E**: -7426.671 eV
**Kohn-Sham gap**: 10.9 eV
**Total charge**: 0
**E_HOMO**: -9.7 eV

Each line ends with the natural charge from an NBO analysis.
Element x y z (Å)
O: 0.771988 -0.155278 -0.355273  -0.549
C: 1.814437 -0.497778 0.549239  -0.059
C: -1.550609 0.480160 -0.792744  -0.412
C: 2.720845 -1.420739 -0.244721  -0.622
C: -0.469409 0.139427 0.234390  -0.047
C: -2.843188 0.848540 -0.057229  -0.606
H: 3.698227 -1.609307 0.211138  0.207
H: 2.367483 0.398101 0.880404  0.164
H: -1.231592 1.317329 -1.425872  0.204
H: 2.869907 -0.930970 -1.209726  0.218
H: 1.419708 -0.977212 1.461297  0.164
H: -0.367929 0.992667 0.924318  0.155
H: 2.219379 -2.376261 -0.423503  0.208
H: -3.642758 1.126318 -0.750843  0.214
H: -0.813156 -0.728371 0.822813  0.155
H: -1.736652 -0.366741 -1.466125  0.203
H: -2.682278 1.696345 0.619693  0.202
H: -3.209872 0.010692 0.548542  0.202

Cartesian forces, eV/Å:
O -0.1 0.0 -0.1
C 0.1 -0.1 0.0
C 0.1 0.0 0.0
C 0.0 0.0 -0.1
C -0.3 0.1 0.2
C 0.0 0.0 0.0
H -0.2 0.1 0.1
H -0.2 -0.1 -0.1
H 0.1 -0.1 0.2
H 0.2 -0.2 0.0
H 0.0 0.0 -0.3
H 0.0 -0.1 0.0
H 0.1 0.1 0.0
H 0.1 -0.1 0.1
H 0.1 0.1 0.0
H 0.2 0.1 0.2
H 0.0 -0.1 -0.1
H 0.1 0.1 -0.1